Entry 1:
Formula: C8H28N13O6
Source: the Open Molecules 2025 dataset
Level of theory: wB97M-V/def2-TZVPD

Structure (XYZ):
```
55
Properties=species:S:1:pos:R:3:forces:R:3:lowdin_charge:R:1
N -3.6576 1.7142 4.0300 0.816 -0.436 -3.855 0.1227
C -3.2116 0.9290 2.8151 0.455 -0.426 -0.142 -0.2154
N -3.8258 0.9177 1.5824 1.191 0.469 3.255 0.2226
N -1.9236 0.0885 2.9208 -3.248 3.159 0.317 0.0304
C -0.8412 1.0122 2.4078 1.544 0.259 -0.584 -0.1501
C -0.0020 1.8082 3.5765 1.660 6.148 -2.520 -0.0872
O 0.4071 3.0659 3.2574 -2.482 -7.871 2.165 -0.0829
H -4.6601 2.0266 3.9625 1.332 -0.397 -0.154 0.1133
H -3.0286 2.5709 4.0404 -0.826 -1.339 0.454 0.1261
H -3.6246 0.1354 0.9217 0.463 0.151 0.058 0.0836
H -4.4265 1.7043 1.2509 0.504 -1.099 0.849 0.1580
H -1.7641 -0.2225 3.9048 -0.326 0.545 -0.979 0.1313
H -1.3248 1.8399 1.7121 1.334 -1.789 1.434 0.1463
H -0.0941 0.3371 1.7688 -1.398 1.677 1.421 0.1641
H 0.2864 1.3883 4.6306 -0.654 0.420 -1.968 0.1392
C -2.7571 -1.9483 -1.0851 -0.350 -0.559 -1.032 -0.6824
O -2.8610 -1.2125 -0.1164 -0.164 0.991 1.183 -0.0081
N -1.9226 -3.0032 -1.1110 0.733 -0.474 0.705 0.1644
N -3.4676 -1.7702 -2.2134 -0.944 0.224 0.073 0.1702
H -1.8232 -3.6204 -1.8991 -0.022 0.094 0.098 0.1185
H -1.3691 -3.1729 -0.2814 -0.156 -0.091 -0.249 0.1292
H -4.1078 -0.9871 -2.2356 0.457 -0.365 -0.012 0.0992
H -3.3956 -2.3653 -3.0213 0.131 0.241 0.074 0.1095
C 1.5377 -1.6348 -3.0357 -0.053 -0.021 0.192 -0.6777
O 2.3173 -2.0826 -2.2097 0.033 -0.230 0.041 0.0181
N 0.2158 -1.5331 -2.8078 -0.879 -0.162 0.634 0.1736
N 1.9306 -1.2029 -4.2476 0.925 0.312 -1.060 0.1617
H -0.4418 -1.1671 -3.4754 -0.113 0.084 -0.006 0.0628
H -0.1218 -1.8473 -1.9074 0.147 0.175 -0.401 0.0793
H 2.9181 -1.2620 -4.4597 -0.399 0.019 0.020 0.1168
H 1.3036 -0.8310 -4.9409 0.087 -0.081 0.176 0.0988
C 4.3577 -1.3736 0.6532 -0.302 -0.176 -0.371 -0.7285
O 3.3674 -1.8542 1.1811 -0.347 -0.024 0.346 0.0029
N 5.4018 -0.9025 1.3588 0.919 0.481 1.377 0.1440
N 4.4938 -1.2718 -0.6812 -0.036 0.055 -0.895 0.1550
H 6.2258 -0.5032 0.9422 -0.170 -0.131 0.064 0.0945
H 5.3398 -0.9602 2.3669 0.099 0.032 -0.364 0.1071
H 3.7302 -1.6147 -1.2494 0.026 0.001 -0.090 0.0405
H 5.3016 -0.8790 -1.1343 -0.086 -0.094 0.218 0.0969
C -3.1691 0.0304 -5.2016 0.373 0.085 -0.280 -0.6963
O -2.3895 -0.4174 -4.3756 0.400 -0.158 0.185 0.0018
N -4.4910 0.1321 -4.9737 -1.194 -0.134 0.787 0.1645
N -2.7762 0.4623 -6.4135 0.761 0.219 -0.806 0.1660
H -5.1486 0.4981 -5.6413 0.089 -0.075 0.121 0.1096
H -4.8286 -0.1821 -4.0733 0.001 0.215 -0.549 0.0923
H -1.7888 0.4032 -6.6256 -0.412 0.057 0.008 0.1164
H -3.4033 0.8342 -7.1068 0.115 -0.062 0.100 0.1080
C 4.5194 2.0508 5.0048 0.878 -0.383 0.634 -0.7225
O 5.2990 1.6029 5.8308 -0.118 0.018 -0.080 0.0276
N 3.1974 2.1524 5.2327 -1.649 -0.163 0.645 0.1505
N 4.9122 2.4827 3.7929 0.800 0.339 -1.210 0.1522
H 2.5398 2.5184 4.5651 0.138 0.113 0.075 0.0600
H 2.8599 1.8383 6.1331 0.205 0.172 -0.317 0.1115
H 5.8997 2.4236 3.5808 -0.401 0.054 0.083 0.1128
H 4.2852 2.8545 3.0996 0.113 -0.067 0.131 0.0975
```
Positions in Å, forces in eV/Å.

Calculated values
Total charge: +1
HOMO-LUMO gap: 6.58 eV
LUMO level: -4.2378 eV

Entry 2:
Formula: C15H23N3O3
Source: the Open Molecules 2025 dataset
Level of theory: wB97M-V/def2-TZVPD

Structure (XYZ):
```
44
Properties=species:S:1:pos:R:3:forces:R:3:lowdin_charge:R:1
C -7.0088 -1.9327 0.2805 -0.014 0.252 -0.076 -0.1188
C -6.3497 -0.5991 -0.0496 0.201 -0.267 0.047 -0.2773
C -4.8310 -0.6708 0.0850 -0.206 0.407 -0.102 -0.2103
C -4.1729 0.6672 -0.2531 -0.148 -0.137 0.142 -0.1888
N -2.7384 0.6118 -0.1052 0.042 -0.193 -0.333 0.0711
C -2.0803 1.3275 0.8321 0.141 -0.366 -0.295 -0.5595
O -2.5972 2.0905 1.6146 -0.117 0.325 0.289 0.0655
N -0.7083 1.0731 0.9106 0.586 0.122 -0.011 0.0835
N -0.0120 0.4598 -0.1225 -0.373 -0.412 0.632 0.0598
C 0.3533 1.1035 -1.2617 0.099 -0.074 -0.105 -0.4829
O 0.0238 2.2321 -1.5354 0.023 0.119 -0.125 0.0958
C 1.1884 0.2206 -2.1950 -0.057 0.287 -0.256 -0.1033
O 1.8975 -0.7985 -1.5365 0.161 -0.167 0.193 -0.0572
C 2.9811 -0.4374 -0.7649 0.157 -0.055 0.064 -0.2527
C 3.7265 -1.4944 -0.2493 -0.120 0.061 -0.075 0.0266
C 4.8269 -1.2509 0.5522 -0.128 0.024 -0.085 -0.2689
C 5.6406 -2.3796 1.1080 0.008 0.010 -0.014 -0.0472
C 5.1754 0.0657 0.8357 -0.083 0.106 -0.056 -0.0185
C 4.4408 1.1259 0.3326 0.088 -0.159 0.101 -0.2623
C 4.8330 2.5418 0.6265 0.036 0.010 -0.059 -0.0441
C 3.3344 0.8696 -0.4717 -0.228 -0.059 -0.204 0.0173
H -6.7779 -2.2293 1.3011 0.000 -0.083 0.107 0.0710
H -6.6541 -2.7119 -0.3909 0.012 -0.121 -0.045 0.0696
H -8.0889 -1.8600 0.1806 -0.115 -0.089 0.017 0.0668
H -6.7319 0.1720 0.6217 -0.029 0.092 -0.034 0.1104
H -6.6081 -0.3083 -1.0703 -0.042 0.092 -0.013 0.1075
H -4.5670 -0.9464 1.1079 0.070 -0.048 0.021 0.1189
H -4.4433 -1.4452 -0.5828 0.045 -0.082 0.018 0.1118
H -4.4220 0.9595 -1.2794 -0.039 0.037 0.102 0.1253
H -4.5228 1.4443 0.4295 -0.024 -0.038 -0.140 0.1231
H -2.2244 -0.0132 -0.7041 0.063 0.117 0.117 0.1322
H -0.2079 1.8091 1.3991 -0.088 -0.140 -0.181 0.1544
H 0.3715 -0.4582 0.0740 -0.068 0.293 -0.028 0.1557
H 1.8483 0.8640 -2.7890 -0.112 -0.025 0.137 0.1420
H 0.5047 -0.2929 -2.8793 0.076 0.125 0.076 0.1429
H 3.4253 -2.5015 -0.4925 -0.027 -0.150 -0.024 0.1219
H 6.6548 -2.3421 0.7122 0.074 -0.058 0.005 0.0840
H 5.7048 -2.3031 2.1923 0.028 -0.052 0.066 0.0827
H 5.2033 -3.3402 0.8500 0.015 -0.093 0.015 0.0741
H 6.0340 0.2618 1.4614 0.110 0.045 0.101 0.1193
H 3.9571 3.1839 0.6845 -0.023 0.087 0.028 0.0796
H 5.3831 2.6065 1.5619 0.029 0.054 0.054 0.0772
H 5.4739 2.9215 -0.1697 0.037 0.088 -0.009 0.0872
H 2.7645 1.7038 -0.8511 -0.061 0.112 -0.062 0.1146
```
Positions in Å, forces in eV/Å.

Calculated values
Energy relative to the best compared isomer or geometry (same formula, charge and spin): 31.57 kcal/mol
SMILES string: CCCCNC(=O)NNC(=O)COc1cc(C)cc(C)c1
Total charge: 0
HOMO-LUMO gap: 9.41 eV
LUMO level: 0.5565 eV

Entry 3:
Formula: C32H26BMoN8O4PS4
Source: the Open Molecules 2025 dataset
Level of theory: wB97M-V/def2-TZVPD

Structure (XYZ):
```
77
Properties=species:S:1:pos:R:3:forces:R:3:lowdin_spin:R:1
Mo 0.7912 0.5324 -0.2908 -1.782 0.806 -2.627 1.6829
C 3.9127 -0.2949 -3.4280 -0.151 0.116 0.167 0.0750
C 3.1922 0.2814 -2.4048 0.458 0.387 0.090 0.0215
N 1.8847 0.0458 -2.2329 0.327 -1.036 0.696 0.1123
C 1.2881 -0.8714 -3.0383 -1.360 0.273 -0.108 0.0541
C 2.0720 -1.4942 -4.0401 0.266 0.343 0.589 0.0088
N 3.3493 -1.2114 -4.2301 -0.710 -0.366 -0.340 0.0344
C -0.1891 -0.9643 -2.8366 1.431 -0.660 -1.193 0.1128
C -1.0877 -1.6445 -3.6580 0.073 0.884 0.623 -0.0206
C -2.4604 -1.4517 -3.4999 1.077 -0.370 0.166 0.0944
C -2.9156 -0.5967 -2.4971 0.322 1.645 1.626 0.0292
C -1.9684 0.0933 -1.7186 -1.037 -0.636 -0.253 0.0682
N -0.6525 -0.1859 -1.8375 0.482 0.840 1.046 0.2094
C -2.2583 1.1891 -0.7522 0.792 -0.108 0.041 0.0070
C -3.5161 1.7181 -0.4606 -0.082 -0.309 0.067 0.0059
N -3.7125 2.7103 0.3889 0.277 0.306 0.248 0.0055
C -2.6253 3.2624 0.9599 -0.524 -0.596 -0.616 0.0246
C -1.3635 2.7684 0.6748 0.236 0.430 0.214 0.0075
N -1.1653 1.7284 -0.1432 -0.822 -0.052 0.159 0.0286
C -3.3577 -2.0756 -4.4349 -0.959 -0.421 -0.395 0.0144
C -4.6186 -2.5540 -4.0455 0.217 0.116 -0.338 0.0202
C -5.4609 -3.0598 -5.0222 0.263 0.111 -0.280 -0.0008
N -5.1498 -3.1098 -6.3232 0.384 -0.021 0.035 0.0255
C -3.9243 -2.6815 -6.6877 -0.693 -0.399 0.289 -0.0004
C -3.0065 -2.1719 -5.7853 -0.407 -0.063 -0.071 0.0189
H 4.9461 -0.0403 -3.6539 -0.197 0.019 0.326 0.0046
H 3.6598 0.9620 -1.6897 -0.179 -0.116 -0.273 0.0009
H 1.6463 -2.2489 -4.6751 -0.200 -0.222 -0.201 -0.0008
H -0.7498 -2.2736 -4.4471 0.365 -0.363 -0.401 -0.0030
H -3.9802 -0.4051 -2.3279 0.434 -0.040 -0.298 0.0021
H -4.4078 1.2704 -0.8902 0.108 0.093 -0.100 -0.0001
H -2.8047 4.0792 1.6554 0.243 -0.138 -0.148 0.0014
H -0.4854 3.2311 1.1264 -0.071 -0.294 -0.107 0.0008
H -4.9363 -2.5376 -3.0069 0.111 0.018 -0.129 0.0009
H -6.4354 -3.4444 -4.7394 -0.025 0.019 -0.107 -0.0005
H -3.7007 -2.7808 -7.7527 0.026 0.171 0.307 -0.0004
H -2.0574 -1.7864 -6.1233 0.073 0.007 -0.098 0.0009
C 4.6683 -3.7715 0.0809 0.506 0.764 0.224 0.0008
C 4.2785 -3.3943 1.5073 -0.731 -0.297 -0.450 0.0015
O 2.8584 -3.6691 1.6581 0.929 0.720 0.320 0.0047
P 1.7673 -2.4631 1.8273 -1.574 -0.574 -0.235 0.0314
S -0.6180 -0.8137 1.2105 -0.997 1.608 2.004 0.0265
S 2.3765 -1.0730 0.3072 1.128 -1.101 0.506 0.1063
O 2.1624 -1.5760 3.1334 0.691 0.122 1.162 0.0063
C 1.8311 -1.9751 4.5206 0.103 0.335 -1.657 0.0019
C 2.6692 -3.1530 4.9505 -0.364 -0.085 0.711 0.0004
H 5.7391 -3.6028 -0.0205 0.209 0.025 -0.154 0.0001
H 4.1635 -3.1431 -0.6588 -0.026 -0.041 0.249 0.0010
H 4.4840 -4.8057 -0.1667 -0.233 -0.376 0.205 0.0000
H 4.4539 -2.3323 1.7341 0.142 -0.297 -0.186 0.0011
H 4.8004 -4.0081 2.2446 0.040 0.014 -0.032 0.0001
H 0.7545 -2.1924 4.5622 0.205 -0.027 0.033 0.0004
H 2.0339 -1.0764 5.1175 -0.033 -0.269 -0.209 0.0001
H 2.3917 -4.0733 4.4461 -0.024 -0.009 -0.263 0.0001
H 2.4756 -3.3139 6.0160 0.137 -0.052 0.035 0.0001
H 3.7324 -2.9793 4.8214 0.112 0.139 -0.099 0.0000
S 2.0641 2.1371 0.9104 0.306 1.051 -0.420 0.0770
C 1.9145 3.2785 -0.4331 -0.223 0.797 0.227 0.0190
S 1.0112 2.7159 -1.8277 0.651 -0.151 1.411 0.0039
C 2.4015 4.5993 -0.3634 -0.487 -1.792 0.048 0.0207
C 2.2617 5.4376 -1.4760 -0.176 1.175 -0.977 0.0033
N 2.1571 6.1980 -2.3425 0.048 -0.429 0.265 0.0107
C 3.0300 5.1530 0.7717 0.399 -0.067 0.465 0.0037
N 3.5699 5.6203 1.6781 -0.117 -0.020 -0.007 0.0085
O -2.3492 0.7670 3.0726 -0.926 0.350 0.168 0.0031
B -1.0613 0.4288 2.5794 0.052 0.712 0.549 0.0152
O -0.1927 1.2751 3.3215 0.480 0.588 0.193 0.0043
C -0.9310 2.1542 4.1422 0.691 -1.337 -1.281 0.0003
C -0.4942 3.1872 4.9420 0.583 -0.413 -0.207 0.0004
C -1.4503 3.8856 5.6733 -0.266 0.022 -0.169 0.0001
C -2.8009 3.5830 5.5141 -0.452 0.004 -0.277 0.0003
C -3.2264 2.5715 4.6324 -0.427 -0.199 0.234 0.0002
C -2.2609 1.8400 3.9872 0.545 -1.194 -1.092 0.0006
H 0.5651 3.4075 4.9597 -0.021 0.119 0.201 0.0000
H -1.1442 4.6894 6.3366 -0.053 -0.112 -0.125 0.0000
H -3.5683 4.1726 6.0277 0.384 -0.266 -0.114 0.0000
H -4.2707 2.3271 4.4701 0.025 0.187 0.135 0.0000
```
Positions in Å, forces in eV/Å.

Calculated values
Spin multiplicity: 4
Total charge: -1
HOMO-LUMO gap (spin up / spin down): 4.37 / 6.38 eV
LUMO level (spin up / spin down): 1.1220 / 1.1113 eV

Number 1: total energy -40402.67983 eV. Number 2: total energy -26541.69057 eV. Number 3: total energy -108885.40320 eV.